Entry 1:
The following is a quantum chemistry calculation of a structure of composition C9H22F9O14Pt2S3 in a non-equilibrium geometry, from the Open Molecules 2025 dataset.

Last column: Mulliken charge in e.
Atoms and positions in Å:
1 Pt -2.7017 -1.9740 -0.1206  3.555
2 Pt 2.0529 -0.4120 1.8546  3.026
3 C -1.0901 2.3427 -0.2620  0.380
4 F -1.6282 2.7653 -1.4031  -0.203
5 F -0.2365 3.2538 0.1534  -0.163
6 F -2.0796 2.1412 0.6040  -0.191
7 S -0.1521 0.7426 -0.6316  0.165
8 O 0.7871 0.5633 0.4935  -0.912
9 O -1.1166 -0.3423 -0.5975  -0.840
10 O 0.5249 0.9383 -1.8892  -0.192
11 C 1.0078 -4.9116 0.9894  0.457
12 F 1.3069 -4.7557 2.2608  -0.181
13 F 2.0184 -5.3662 0.2943  -0.160
14 F -0.0105 -5.7222 0.8238  -0.176
15 S 0.5722 -3.2228 0.2431  0.648
16 O 0.8980 -3.4101 -1.1466  -0.734
17 O -0.8914 -3.0822 0.3606  -1.083
18 O 1.2791 -2.2096 0.9959  -0.898
19 C -2.1220 0.1429 4.1747  0.426
20 F -1.2638 0.4170 5.1280  -0.184
21 F -3.2290 -0.3488 4.6622  -0.168
22 F -2.4163 1.2221 3.4632  -0.170
23 S -1.3311 -1.1489 3.1058  0.823
24 O -2.2637 -1.3602 1.9866  -1.225
25 O -0.0610 -0.5029 2.7123  -0.773
26 O -1.1520 -2.3426 3.9012  -0.557
27 O -3.8479 -0.0061 -0.2797  -0.549
28 H -3.7046 0.8601 0.1273  0.232
29 H -4.1224 0.1817 -1.1890  0.358
30 O 3.1315 0.6099 -2.4067  -0.713
31 H 3.1628 0.5504 -3.3681  0.302
32 H 2.1933 0.7874 -2.1992  0.359
33 O 0.9054 1.7690 -4.5485  -0.604
34 H 0.5816 1.4631 -3.6878  0.361
35 H 0.1790 1.6099 -5.1602  0.324
36 C 0.7901 -1.6702 -4.2197  -0.915
37 C 0.3015 -3.0297 -4.7102  0.371
38 C 1.3594 -3.9618 -5.2795  -1.247
39 O -0.3316 -3.7531 -3.6610  -0.513
40 H 1.5788 -1.7371 -3.4659  0.276
41 H -0.0026 -1.0515 -3.7959  0.089
42 H 1.1874 -1.0925 -5.0573  0.464
43 H -0.4620 -2.7547 -5.4429  0.294
44 H 2.0956 -3.4960 -5.9401  0.356
45 H 0.9096 -4.8247 -5.7661  0.326
46 H 1.9803 -4.3534 -4.4685  0.270
47 H 0.2047 -3.6743 -2.8569  0.499
48 C 0.4375 5.0426 2.6111  -0.933
49 C 0.3440 4.8164 4.1079  0.434
50 C 0.2227 3.3225 4.3918  -1.069
51 O 1.4655 5.3654 4.7794  -0.570
52 H 1.0351 4.2722 2.1162  0.113
53 H 0.9835 5.9538 2.3651  0.402
54 H -0.5659 5.0298 2.1842  0.248
55 H -0.5203 5.3337 4.5369  0.220
56 H -0.0824 3.0686 5.4093  0.442
57 H 1.0826 2.7464 4.0487  0.257
58 H -0.6459 2.8802 3.8945  0.117
59 H 1.4522 6.3248 4.7737  0.331

Expectation value of S² = 6.005
HOMO-LUMO gap (spin up / spin down) = 5.34 / 4.34 eV
E_HOMO (spin up / spin down) = -11.929 / -11.923 eV
Total charge = +1
Multiplicity = 5

Entry 2:
The following is a quantum chemistry calculation of a structure of composition C9H22InN4O7 in a non-equilibrium geometry, from the Open Molecules 2025 dataset.

Last column: Mulliken charge in e.
Atoms and positions in Å:
1 O -0.1481 -1.0554 -3.4008  -0.418
2 H 0.3429 -1.0850 -4.2323  0.444
3 In 0.9212 0.2810 -0.0985  1.891
4 N 1.8413 -1.5754 -0.9708  0.262
5 N -0.4032 -1.7380 0.2240  0.309
6 N 1.0402 2.4532 0.0797  -0.025
7 N -0.8610 1.1411 1.0882  0.128
8 O 3.0097 -1.4236 -1.3916  -0.783
9 O 1.9969 3.2953 -0.6040  -0.513
10 O -2.0003 0.4694 1.5031  -0.492
11 O -1.5135 -1.8400 0.8890  -0.871
12 C 0.0254 -2.8861 -0.3322  0.215
13 C 1.2397 -2.7894 -1.0344  0.378
14 C 0.1720 3.1891 0.7509  0.402
15 C -0.8695 2.4566 1.3701  0.417
16 C 1.8934 -3.8839 -1.7685  -1.336
17 H 1.8685 -3.7208 -2.8620  0.209
18 H 1.4152 -4.8531 -1.5738  0.386
19 H 2.9517 -3.9571 -1.4728  0.313
20 C -0.7556 -4.1121 -0.1143  -1.418
21 H -1.7653 -4.0587 -0.5601  0.264
22 H -0.8949 -4.3113 0.9644  0.302
23 H -0.2622 -4.9919 -0.5441  0.390
24 C 0.3181 4.6575 0.8588  -1.286
25 C -1.9099 3.0931 2.2493  -1.435
26 H 0.9814 5.0273 0.0660  0.431
27 H 0.7658 4.9223 1.8341  0.325
28 H -0.6551 5.1777 0.7945  0.362
29 H -2.5948 2.3550 2.7019  0.369
30 H -2.5229 3.8317 1.6925  0.348
31 H -1.4204 3.6602 3.0674  0.350
32 H 2.3004 2.6893 -1.3450  0.395
33 H -1.8070 -0.5418 1.2204  0.436
34 C -1.5967 -0.6424 -3.4065  -0.516
35 H -2.2603 -1.4192 -3.7076  0.367
36 H -1.8257 0.3538 -3.8245  0.318
37 H -1.8803 -0.5057 -2.3346  0.149
38 O 1.0459 0.7828 -2.1262  -0.821
39 H 0.6036 -0.1431 -2.9319  0.302
40 H 0.6229 1.6213 -2.2880  0.329
41 O 2.0211 -0.1800 1.8361  -0.632
42 H 2.3527 0.7142 2.0414  0.361
43 H 1.1893 -0.2524 2.3461  0.397

HOMO-LUMO gap (spin up / spin down) = 4.22 / 4.32 eV
Energy above the lowest of the compared OMol25 structures with the same formula, charge and spin = 0.0 kJ/mol
E_HOMO (spin up / spin down) = -9.152 / -9.241 eV
Total charge = +1

Entry 3:
The following is a quantum chemistry calculation of an isolated molecule of C9H22N2O5Si in a non-equilibrium geometry, from the Open Molecules 2025 dataset.

Last column: Mulliken charge in e.
Atoms and positions in Å:
1 C 3.1960 0.3773 1.8459  -1.177
2 Si 3.3333 0.7989 0.0128  0.643
3 C 5.1784 0.8060 -0.4223  -1.154
4 C 2.6191 2.5297 -0.2121  -1.072
5 O 2.4744 -0.2217 -1.0101  -0.459
6 C 2.3212 -1.5658 -0.5801  -0.572
7 C 0.9050 -1.8433 -0.1316  -0.482
8 N -0.0468 -1.6226 -1.2030  0.082
9 O -0.3113 -0.2436 -1.3751  -0.457
10 C -1.3156 -2.2178 -0.9437  0.394
11 O -1.7090 -3.0741 -1.6128  -0.508
12 O -2.0400 -1.7388 0.0918  -0.285
13 C -3.2424 -1.1142 -0.3859  -0.893
14 C -3.8879 -0.3125 0.7056  0.462
15 O -2.9073 0.4599 1.3499  -0.612
16 C -5.0224 0.5176 0.0617  -0.583
17 N -5.1096 1.8725 0.6057  -0.657
18 H 4.0126 0.9047 2.3363  0.394
19 H 2.2865 0.8036 2.2557  0.306
20 H 3.3026 -0.6718 2.0964  0.346
21 H 5.7515 0.3189 0.3567  0.343
22 H 5.3503 0.3249 -1.3796  0.310
23 H 5.5163 1.8334 -0.5159  0.326
24 H 1.6230 2.5333 0.2191  0.288
25 H 2.5050 2.6879 -1.2834  0.296
26 H 3.2401 3.2935 0.2391  0.352
27 H 2.4835 -2.2094 -1.4441  0.390
28 H 3.0414 -1.8859 0.1705  0.393
29 H 0.6438 -1.3053 0.7839  0.306
30 H 0.8632 -2.9056 0.1063  0.388
31 H 0.2228 0.0047 -2.1370  0.333
32 H -3.9523 -1.8660 -0.7241  0.331
33 H -3.0055 -0.4924 -1.2469  0.422
34 H -4.3417 -0.9792 1.4417  0.276
35 H -3.3042 0.9551 2.0763  0.364
36 H -5.9556 0.0139 0.2968  0.295
37 H -4.9292 0.5049 -1.0264  0.395
38 H -5.5998 2.4296 -0.0834  0.243
39 H -4.1898 2.2996 0.6651  0.231

HOMO-LUMO gap = 10.19 eV
Structure (SMILES) = C[Si](C)(C)OCCN(O)C(=O)OC[C@@H](O)CN
Energy above the lowest of the compared OMol25 structures with the same formula, charge and spin = 46.5 kJ/mol
E_HOMO = -9.464 eV
Total charge = 0

Entry 4:
The following is a quantum chemistry calculation of an isolated molecule of C9H22N2Si in a non-equilibrium geometry, from the Open Molecules 2025 dataset.

Last column: Mulliken charge in e.
Atoms and positions in Å:
1 C 3.6349 -1.6207 -0.2301  -1.298
2 C 2.1897 -1.1675 -0.4094  -0.146
3 C 1.9589 0.2404 -0.0988  -0.793
4 Si 0.1857 1.5625 -0.1863  -0.181
5 N 0.7214 2.6476 1.0803  -0.585
6 N 0.2165 2.7300 -1.4952  -0.508
7 C -1.3581 0.4859 0.0982  0.473
8 C -1.8904 0.6404 1.5124  -0.994
9 C -0.8947 -0.1287 2.4874  -0.799
10 C -1.9747 -0.3319 -0.7982  1.112
11 C -1.4802 -0.4459 -2.2345  -1.322
12 C -3.0070 -1.3722 -0.3500  -1.679
13 H 3.8220 -1.7137 0.7810  0.378
14 H 3.6995 -2.5711 -0.7076  0.389
15 H 4.2650 -0.8175 -0.7097  0.283
16 H 2.0232 -1.2594 -1.4538  0.267
17 H 1.3397 -1.6767 0.0838  0.238
18 H 2.6158 0.9949 -0.4927  0.358
19 H 2.1728 0.2899 1.0126  0.281
20 H 1.1205 2.2166 1.9336  0.266
21 H 0.0128 3.2034 1.4001  0.260
22 H -0.1565 2.4022 -2.3980  0.244
23 H 1.0045 3.2784 -1.7748  0.219
24 H -2.9549 0.2769 1.5693  0.461
25 H -1.8461 1.6957 1.8105  0.374
26 H -0.4738 -1.0465 2.1650  0.295
27 H -0.1072 0.6649 2.5083  0.178
28 H -1.4367 -0.0243 3.4934  0.314
29 H -1.3397 -1.4144 -2.6709  0.378
30 H -0.6133 0.2298 -2.4163  0.057
31 H -2.2433 -0.0020 -2.8796  0.349
32 H -3.9870 -1.0497 -0.6138  0.341
33 H -2.8442 -2.3292 -0.7001  0.456
34 H -3.0251 -1.4671 0.7344  0.334

HOMO-LUMO gap = 9.11 eV
Structure (SMILES) = CCC[Si](N)(N)C(CC)=C(C)C
Energy above the lowest of the compared OMol25 structures with the same formula, charge and spin = 120.1 kJ/mol
E_HOMO = -8.311 eV
Total charge = 0

Entry 5:
The following is a quantum chemistry calculation of a cluster of 2 separate species, C9H22N2Si in total in a non-equilibrium geometry, from the Open Molecules 2025 dataset.

Last column: Mulliken charge in e.
Atoms and positions in Å:
1 C 2.6978 -1.5863 -1.2710  -0.916
2 C 2.3127 -0.2416 -0.9277  0.003
3 C 0.2964 -2.5332 2.4476  -0.995
4 C -2.0700 0.4086 -2.5949  -1.036
5 C -3.1971 -0.4462 -0.4513  -0.903
6 C 1.7937 2.9266 1.0394  -1.080
7 C -0.3390 2.6653 0.2964  -0.787
8 C -0.4451 -2.0327 1.2002  -0.477
9 C -2.4381 -0.5561 -1.5218  0.346
10 N -0.2793 -0.5898 0.9613  0.420
11 N 0.8325 1.9687 0.7256  0.480
12 Si 1.1195 0.2608 0.3400  -1.039
13 H 2.3899 -1.6882 -2.2977  0.308
14 H 3.8230 -1.8816 -1.2299  0.304
15 H 3.1501 0.5344 -1.1508  0.236
16 H 0.7910 -1.6234 2.8802  0.205
17 H -0.5737 -2.9403 3.1407  0.263
18 H 1.0089 -3.3118 2.4325  0.318
19 H -0.9856 0.3596 -2.8039  0.247
20 H -2.7564 0.2252 -3.4150  0.369
21 H -2.2299 1.4999 -2.3916  0.237
22 H -3.2125 -1.2239 0.3025  0.245
23 H -3.7847 0.3366 -0.1504  0.337
24 H 2.1759 -2.2659 -0.6695  0.257
25 H 1.8930 3.7427 0.3408  0.377
26 H 1.4886 3.2963 2.0274  0.327
27 H 2.9285 2.6021 0.9192  0.254
28 H -1.2336 1.9767 0.1665  -0.027
29 H -0.7076 3.3200 1.0710  0.441
30 H -0.3407 3.1290 -0.7240  0.287
31 H 0.0714 -2.4999 0.3440  0.173
32 H -1.4595 -2.2476 0.9722  0.374
33 H -1.8333 -1.5134 -1.6200  0.198
34 H -0.8869 -0.0705 1.6118  0.254

Expectation value of S² = 2.006
HOMO-LUMO gap (spin up / spin down) = 5.29 / 7.50 eV
E_HOMO (spin up / spin down) = -4.431 / -8.388 eV
Total charge = 0
Multiplicity = 3

Entry 6:
The following is a quantum chemistry calculation of a cluster of 2 separate species, C9H22N3O10PS in total, from the Open Molecules 2025 dataset.

Last column: Mulliken charge in e.
Atoms and positions in Å:
1 N -0.1665 2.1031 0.7395  -0.533
2 P 0.5908 2.2610 -0.5802  1.016
3 O 1.0638 0.8527 -1.1545  -0.505
4 O -0.2645 2.8400 -1.8160  -0.563
5 C 2.0944 3.3804 -0.5936  0.482
6 C 2.8682 3.4326 -1.9361  -0.886
7 O 4.1152 2.7556 -1.9693  -0.283
8 N 3.9353 1.3392 -1.9415  0.344
9 O 4.9611 0.7949 -1.9338  -0.368
10 C 3.0102 3.1749 0.6360  -0.407
11 O 3.2429 4.5000 1.1581  -0.352
12 S 1.9045 5.3246 1.0006  1.074
13 O 0.9608 4.8722 1.9587  -0.528
14 O 2.1924 6.6944 0.8188  -0.546
15 O 1.5438 4.7123 -0.4398  -0.361
16 H 0.1849 2.6660 1.5047  0.211
17 H 1.1717 0.8273 -2.1123  0.305
18 H 0.0652 3.6599 -2.1995  0.361
19 H 3.1198 4.4757 -2.1066  0.351
20 H 2.2460 3.1072 -2.7730  0.378
21 H 3.9898 2.7901 0.3869  0.429
22 H 2.5638 2.5522 1.4087  0.327
23 C 0.2911 -1.4555 1.6782  -0.375
24 O -1.0488 -1.6024 2.0995  -0.380
25 C -1.9936 -0.8518 1.3414  -0.294
26 C -2.8522 -1.7551 0.4838  -0.269
27 N -2.0820 -2.3518 -0.5994  -0.183
28 C -2.7573 -3.4155 -1.3319  -0.726
29 C -3.2216 -4.6535 -0.5729  -0.464
30 O -2.1775 -5.4867 -0.1089  -0.424
31 C -1.5757 -5.0858 1.1058  -0.508
32 H 0.9215 -1.8836 2.4572  0.264
33 H 0.4978 -1.9852 0.7396  0.234
34 H 0.5481 -0.4018 1.5418  0.098
35 H -1.4900 -0.0908 0.7433  -0.046
36 H -2.6406 -0.3348 2.0550  0.383
37 H -3.6617 -1.1577 0.0513  0.379
38 H -3.3125 -2.5033 1.1437  0.173
39 H -1.2127 -2.7087 -0.2251  0.035
40 H -2.0794 -3.7519 -2.1205  0.367
41 H -3.6320 -2.9827 -1.8307  0.383
42 H -3.7946 -5.2651 -1.2742  0.350
43 H -3.8956 -4.4014 0.2554  0.340
44 H -2.3056 -4.6438 1.7902  0.268
45 H -0.7637 -4.3690 0.9529  0.157
46 H -1.1555 -5.9784 1.5688  0.295

HOMO-LUMO gap = 7.49 eV
Structure (SMILES) = N=P(O)(O)[C@]1(CON=O)COS(=O)(=O)O1.COCCNCCOC
E_HOMO = -8.442 eV
Total charge = 0

Computed calculated total energy (eV) in order:
-101795.290 -35142.344 -30784.406 -20547.313 -20541.576 -54755.151